Record 1
Below is a 2-piece molecular cluster, F2HOPS overall at a distorted geometry, with properties calculated with ωB97M-V with the def2-TZVPD basis set.

Summary:
Orbital gap (spin up / spin down) ... 7.65 / 7.65 eV
ΔE to the lowest compared entry with this formula, charge and spin ... 101.6 kcal/mol
LUMO level (spin up / spin down) ... -0.118 / -0.118 hartree
Largest force on an atom ... 2.80 eV/A
E_tot ... -27621.82280 eV

Last column: Mulliken charge in e.
Atoms and positions in Å:
O1 0.066 0.243 0.511  -0.3927
F1 2.464 0.453 -0.009  -0.1492
F2 0.400 -1.902 -0.708  -0.7199
P1 1.464 -0.169 1.081  0.9233
S1 2.148 -0.190 2.899  -0.1261
H1 -0.207 -0.227 -0.344  0.4646



Record 2
Below is one molecule with the formula CH3NO2 at a distorted geometry, with properties calculated with ωB97M-V with the def2-TZVPD basis set.

Summary:
Orbital gap ... 10.67 eV
ΔE to the lowest compared entry with this formula, charge and spin ... 76.4 kcal/mol
SMILES ... O=CNO
LUMO level ... 0.034 hartree
Largest force on an atom ... 4.80 eV/A
E_tot ... -6668.34951 eV

Last column: Mulliken charge in e.
Atoms and positions in Å:
C1 -0.321 0.834 0.292  0.1952
H1 1.038 -0.366 -1.206  0.3459
H2 0.083 -1.138 1.143  0.2481
H3 -1.079 1.022 1.076  0.3051
N1 -0.235 -0.606 0.255  -0.1537
O1 0.381 -1.096 -0.879  -0.3941
O2 0.134 1.351 -0.681  -0.5465



Record 3
Below is a 3-piece molecular cluster, C4H4O2 overall at a distorted geometry, with properties calculated with ωB97M-V with the def2-TZVPD basis set.

Summary:
Orbital gap ... 7.37 eV
ΔE to the lowest compared entry with this formula, charge and spin ... 138.0 kcal/mol
LUMO level ... -0.019 hartree
Largest force on an atom ... 9.26 eV/A
E_tot ... -8301.09284 eV

Last column: Mulliken charge in e.
Atoms and positions in Å:
C1 -0.035 0.003 -0.880  0.5596
C2 -0.396 0.569 0.129  0.0137
C3 0.566 -0.719 -1.799  -0.4853
C4 -0.928 1.443 1.051  0.1659
O1 0.188 -1.763 -2.686  -0.5271
O2 -1.243 1.928 2.036  -0.3088
H1 1.464 -0.312 -2.198  0.2154
H2 0.262 0.601 3.653  -0.0838
H3 0.447 -1.748 -3.643  0.3496
H4 -0.326 0.001 4.337  0.1009



Record 4
Below is a 2-piece molecular cluster, C6H12O overall at a distorted geometry, with properties calculated with ωB97M-V with the def2-TZVPD basis set.

Summary:
Orbital gap ... 9.21 eV
ΔE to the lowest compared entry with this formula, charge and spin ... 76.4 kcal/mol
SMILES ... C=C(C)/C=C/C.O
LUMO level ... 0.031 hartree
Largest force on an atom ... 7.98 eV/A
E_tot ... -8461.03934 eV

Last column: Mulliken charge in e.
Atoms and positions in Å:
C1 -0.680 -1.732 -1.610  -1.1750
C2 -1.199 -0.390 -1.367  0.5666
C3 -2.168 0.261 -2.219  -1.1569
C4 -0.712 -0.159 2.329  -1.1233
C5 -1.144 -0.545 0.989  0.2017
C6 -0.836 0.145 -0.114  -0.4068
H1 0.394 -1.725 -1.455  0.3304
H2 -1.027 -2.528 -0.951  0.3004
H3 -0.865 -2.016 -2.628  0.3828
H4 -2.660 -0.281 -2.949  0.3261
H5 -2.636 1.104 -1.993  0.4155
H6 -1.572 -0.536 2.884  0.2954
H7 -0.412 0.868 2.449  0.3583
H8 0.176 -0.672 2.694  0.2536
H9 -2.032 -1.298 0.947  0.2302
H10 -0.036 0.978 -0.140  0.2010
H11 6.559 2.748 0.790  0.3307
H12 5.302 3.288 1.474  0.3288
O1 5.551 2.492 0.870  -0.6597



Record 5
Below is C3H2FO2Pd as an isolated structure at a distorted geometry, with properties calculated with ωB97M-V with the def2-TZVPD basis set.

Summary:
Orbital gap (spin up / spin down) ... 6.75 / 7.48 eV
ΔE to the lowest compared entry with this formula, charge and spin ... 145.2 kcal/mol
Multiplicity ... 3
Net charge ... +1
LUMO level (spin up / spin down) ... -0.267 / -0.280 hartree
Largest force on an atom ... 18.79 eV/A
E_tot ... -13415.00381 eV

Last column: Löwdin spin population.
Atoms and positions in Å:
F1 -0.192 -2.493 -0.230  -0.0223
O1 0.210 2.016 -0.234  0.1759
O2 -0.664 -0.243 -1.304  0.6195
C1 0.168 1.056 0.568  0.0467
C2 0.311 -1.289 0.013  -0.0683
C3 -0.464 -0.179 0.165  0.0965
H1 0.833 1.052 1.445  0.0013
H2 0.320 -1.238 1.248  0.0183
Pd1 -0.522 1.317 -1.671  1.1325



Q: The lowest largest force on an atom belongs to which entry?
A: F2HOPS



Q: Number 1 is which compound?
A: F2HOPS